# 1
Computed, not measured: 3 unconnected molecules or ions with the total composition C19H39FN2O10P2S at a distorted geometry, with ωB97M-V/def2-TZVPD.

Output
lowest unoccupied orbital energy (spin up / spin down) = -0.47 / -0.47 eV
energy = -2789.98730 hartree
HOMO level (spin up / spin down) = -8.28 / -9.32 eV
energy above the lowest of the compared OMol25 structures with the same formula, charge and spin = 0.00 kJ/mol
frontier orbital gap (spin up / spin down) = 0.2871 / 0.3254 Ha
net charge = 0
2S+1 = 3

Structure (XYZ):
```
74
Properties=species:S:1:pos:R:3:mulliken_spin:R:1
O -7.3211 -3.4952 6.8584 0.00
C -6.4399 -2.7812 7.1213 0.00
O -5.6810 -2.0938 6.2686 0.00
P -6.4432 -0.6098 5.7487 0.00
P -5.0489 0.4165 4.4275 0.00
O -4.9056 -0.3495 3.1973 0.00
O -5.6754 1.8636 4.2339 0.00
O -3.6846 0.6886 5.1683 0.00
O -6.1054 -2.4532 8.4410 0.00
S -5.2643 -3.5099 9.2725 0.00
O -5.0622 -4.6713 8.5045 0.00
O -5.7570 -3.5075 10.5899 0.00
F -3.9587 -2.7081 9.2621 0.00
H -6.4353 0.1483 6.9411 0.00
H -6.2157 2.0936 5.0020 0.00
H -2.9845 0.1927 4.7080 0.00
C -1.2727 2.1579 -0.3290 0.02
C -0.8212 1.4691 0.9786 0.01
C 0.6455 1.0539 0.8713 0.04
C 0.8771 -0.1480 -0.0427 -0.05
C -0.0231 -1.3165 0.3577 0.04
C -1.5013 -0.9408 0.4412 0.01
N -1.6820 0.2828 1.2807 0.37
O -1.6367 -0.0154 2.5339 0.55
C -2.0720 -0.7319 -0.9730 0.01
C -2.2988 -2.0867 1.0494 0.00
C -0.9834 2.5013 2.0860 -0.01
H -2.3501 2.0684 -0.4682 -0.01
H -1.0384 3.2210 -0.2917 0.00
H -0.7760 1.7656 -1.2145 0.00
H 1.0233 0.8121 1.8702 0.00
H 1.2276 1.9089 0.5200 0.00
H 0.7106 0.1249 -1.0876 0.02
H 1.9215 -0.4526 0.0194 0.00
H 0.0927 -2.1380 -0.3525 0.00
H 0.3069 -1.6994 1.3289 0.00
H -3.0883 -0.3393 -0.9243 -0.01
H -2.1085 -1.6889 -1.4926 0.00
H -1.4774 -0.0675 -1.5945 0.00
H -1.9106 -2.3878 2.0200 0.00
H -2.2428 -2.9494 0.3862 0.00
H -3.3475 -1.8137 1.1728 0.00
H -2.0292 2.7909 2.2035 0.00
H -0.4079 3.3892 1.8281 0.00
H -0.6177 2.1381 3.0443 0.00
C 3.4799 2.4098 -4.9560 0.02
C 4.0478 1.7028 -3.7044 0.01
C 5.5079 1.3158 -3.9371 0.02
C 5.6841 0.1342 -4.8908 -0.02
C 4.8384 -1.0574 -4.4422 0.03
C 3.3661 -0.7078 -4.2329 0.01
N 3.2337 0.4966 -3.3570 0.36
O 3.3955 0.1752 -2.1169 0.57
C 2.6781 -0.4850 -5.5919 0.01
C 2.6428 -1.8802 -3.5843 -0.01
C 3.9614 2.7089 -2.5651 -0.01
H 2.3963 2.3045 -5.0083 -0.01
H 3.6995 3.4757 -4.9156 0.00
H 3.9069 2.0450 -5.8882 0.00
H 5.9668 1.0608 -2.9766 0.00
H 6.0445 2.1886 -4.3149 0.00
H 5.4269 0.4226 -5.9135 0.00
H 6.7358 -0.1560 -4.9149 0.00
H 4.9084 -1.8641 -5.1745 0.00
H 5.2510 -1.4499 -3.5076 0.00
H 1.6627 -0.1119 -5.4536 -0.01
H 2.6153 -1.4325 -6.1261 0.00
H 3.2075 0.2016 -6.2468 0.00
H 3.1134 -2.1902 -2.6536 0.00
H 2.6586 -2.7303 -4.2652 0.00
H 1.6014 -1.6299 -3.3746 0.00
H 2.9242 2.9778 -2.3573 0.00
H 4.4998 3.6120 -2.8490 0.00
H 4.4085 2.3315 -1.6479 0.00
```

=====

# 2
Computed, not measured: a molecular structure, BeH16O16S2 at a distorted geometry, with ωB97M-V/def2-TZVPD.

Output
lowest unoccupied orbital energy = 3.06 eV
energy = -2023.66691 hartree
HOMO level = -0.61 eV
frontier orbital gap = 0.1350 Ha
net charge = -2
2S+1 = 1

Structure (XYZ):
```
35
Properties=species:S:1:pos:R:3:lowdin_charge:R:1
Be -0.7190 -2.4196 0.4455 0.77
S -1.7257 -1.6868 -2.1606 0.25
O -0.6840 -0.9113 -2.8237 -0.29
O -2.5273 -2.3559 -3.1444 -0.37
O -1.1215 -2.6521 -1.1839 -0.37
O -2.5198 -0.8104 -1.3431 -0.33
S -0.1037 -0.1546 0.0515 0.63
O 1.1853 0.3992 0.3241 -0.08
O -0.7124 -0.6313 1.2576 -0.11
O -0.9999 0.7535 -0.6678 -0.18
O 0.2482 -1.3788 -0.7074 -0.36
O 0.4262 0.9162 -2.1118 -0.08
H 0.5011 1.7946 -2.4849 0.05
H -0.0507 1.0436 -1.2918 -0.19
O -2.6065 0.3779 1.4765 -0.04
H -3.1410 -0.1528 2.0672 0.03
H -1.7426 -0.0335 1.4997 -0.15
O 0.4404 2.4171 0.5948 -0.01
H 0.5132 1.4661 0.5134 -0.09
H 1.1750 2.7585 0.0849 0.09
O -1.8321 2.3245 0.4149 -0.10
H -0.8791 2.3269 0.3249 -0.10
H -2.0006 2.8498 1.1971 0.03
O -0.3981 0.7293 2.5686 -0.02
H -0.5943 0.1076 1.8677 -0.36
H 0.5389 0.6203 2.7307 0.02
O 2.1355 -0.6908 1.7032 -0.02
H 1.5712 -0.2289 1.0831 -0.26
H 1.9120 -0.3170 2.5555 0.02
O 2.3325 0.1597 -1.1471 -0.06
H 3.1671 0.4509 -0.7798 0.03
H 1.7043 0.2714 -0.4336 -0.37
O 2.0180 -2.1439 -1.0204 -0.05
H 1.7385 -2.4992 -0.1766 0.02
H 2.7508 -2.7003 -1.2842 0.05
```

=====

# 3
Computed, not measured: 3 unconnected molecules or ions with the total composition C36H29N5O6S3 at a distorted geometry, with ωB97M-V/def2-TZVPD.

Output
lowest unoccupied orbital energy = -0.91 eV
SMILES = NC(N)[C@H](CCSc1nnco1)O[C@H](S)N=C=S.O=C1c2ccccc2C(=O)c2ccccc21.O=C1c2ccccc2C(=O)c2ccccc21
energy = -3308.96929 hartree
HOMO level = -9.18 eV
frontier orbital gap = 0.3038 Ha
net charge = 0
2S+1 = 1

Structure (XYZ):
```
79
Properties=species:S:1:pos:R:3:lowdin_charge:R:1
N 2.1549 -4.0867 -1.8775 0.06
C 0.9177 -4.4918 -2.5564 -0.39
N 0.9972 -5.8906 -3.0282 0.05
C 0.4987 -3.4502 -3.6982 -0.30
C 1.7382 -2.7297 -4.3601 -0.19
C 2.6507 -3.7101 -5.1992 -0.43
S 4.2538 -4.1571 -4.4274 0.95
C 4.8817 -2.7534 -3.5064 -0.62
N 4.5922 -1.4549 -3.5290 0.02
N 5.3984 -0.8415 -2.6152 0.03
C 6.1847 -1.7784 -2.0853 -0.14
O 5.8929 -3.0242 -2.6066 -0.01
O -0.2476 -2.4116 -3.0246 -0.19
C -1.5214 -2.1577 -3.6100 -0.66
S -1.5042 -1.7069 -5.4006 0.77
N -2.0871 -0.9565 -2.9117 0.04
C -1.4786 -0.7784 -1.8556 -0.72
S -1.1447 -0.6895 -0.2880 0.73
H 2.8716 -4.8075 -1.8978 0.06
H 1.9618 -3.7564 -0.9367 0.09
H 0.0873 -4.4580 -1.7967 0.15
H 1.9412 -6.0959 -3.3628 0.06
H 0.3687 -6.0287 -3.8206 0.07
H -0.1135 -4.0368 -4.4348 0.13
H 1.3247 -1.9761 -5.0809 0.09
H 2.2613 -2.1800 -3.5479 0.08
H 2.0795 -4.6768 -5.2958 0.07
H 2.7517 -3.3377 -6.2540 0.09
H 6.9652 -1.5596 -1.3315 0.14
H -2.2489 -2.9883 -3.3849 0.14
H -0.8202 -2.7123 -6.0374 -0.13
O -1.7147 -3.2306 5.4290 0.10
C -2.4993 -2.3019 5.4155 -0.28
C -3.8051 -2.4058 6.1150 -0.08
C -4.1212 -3.5705 6.8085 0.00
C -5.3212 -3.6625 7.4974 -0.06
C -6.2105 -2.5913 7.4979 -0.06
C -5.9072 -1.4355 6.7939 0.00
C -4.7073 -1.3410 6.0955 -0.08
C -4.4009 -0.1059 5.3306 -0.28
O -5.2099 0.7995 5.2692 0.11
C -3.0874 0.0060 4.6483 -0.08
C -2.7710 1.1722 3.9570 0.00
C -1.5337 1.3003 3.3438 -0.06
C -0.6067 0.2642 3.4192 -0.07
C -0.9233 -0.9051 4.0949 0.00
C -2.1659 -1.0407 4.7073 -0.08
H -3.4297 -4.4043 6.8152 0.12
H -5.5636 -4.5684 8.0405 0.11
H -7.1423 -2.6600 8.0469 0.11
H -6.6043 -0.6063 6.7926 0.12
H -3.4876 1.9826 3.9001 0.12
H -1.2874 2.2104 2.8091 0.11
H 0.3635 0.3698 2.9473 0.11
H -0.1996 -1.7096 4.1477 0.12
O 0.6348 6.3213 -3.4126 0.10
C 0.9363 5.7985 -2.3572 -0.28
C 1.0786 6.6143 -1.1240 -0.08
C 0.8435 7.9850 -1.1772 0.00
C 0.9354 8.7491 -0.0235 -0.06
C 1.2612 8.1474 1.1889 -0.06
C 1.5131 6.7847 1.2432 0.00
C 1.4288 6.0149 0.0868 -0.08
C 1.7180 4.5601 0.1531 -0.28
O 2.0755 4.0481 1.1975 0.10
C 1.5564 3.7420 -1.0740 -0.08
C 1.7892 2.3713 -1.0191 0.00
C 1.6089 1.5916 -2.1513 -0.06
C 1.1946 2.1775 -3.3439 -0.05
C 0.9753 3.5460 -3.4074 0.00
C 1.1602 4.3339 -2.2750 -0.08
H 0.5844 8.4563 -2.1176 0.12
H 0.7477 9.8156 -0.0661 0.11
H 1.3204 8.7436 2.0919 0.11
H 1.7714 6.3212 2.1877 0.12
H 2.1069 1.9098 -0.0920 0.12
H 1.7869 0.5232 -2.1050 0.10
H 1.0448 1.5647 -4.2253 0.11
H 0.6561 3.9977 -4.3389 0.12
```

=====

# 4
Computed, not measured: C6H4N4S in the gas phase at a distorted geometry, with ωB97M-V/def2-TZVPD.

Output
lowest unoccupied orbital energy (spin up / spin down) = -1.78 / -1.78 eV
SMILES = N#C[C@H]1C(=S)N=C[C@]1(N)C#N
energy = -848.15356 hartree
HOMO level (spin up / spin down) = -9.70 / -9.70 eV
energy above the lowest of the compared OMol25 structures with the same formula, charge and spin = 214.09 kJ/mol
frontier orbital gap (spin up / spin down) = 0.2911 / 0.2910 Ha
net charge = 0
2S+1 = 1

Structure (XYZ):
```
15
Properties=species:S:1:pos:R:3:lowdin_charge:R:1
N -0.0559 -0.3066 2.9916 0.18
C 0.2944 -0.0030 1.9238 -0.19
C 0.5294 0.4836 0.5472 -0.23
C 1.8267 -0.2350 0.0883 -0.81
S 3.3013 0.0084 0.6686 0.82
N 1.4338 -1.0920 -0.9465 0.07
C 0.1835 -1.1191 -1.2102 0.02
C -0.5778 0.0536 -0.4717 -0.49
N -1.8457 -0.1566 0.1455 0.11
C -0.6169 1.0716 -1.3964 -0.21
N -0.6244 2.0031 -2.0620 0.22
H 0.6030 1.5440 0.4222 0.14
H -0.3596 -1.8464 -1.8744 0.15
H -2.0532 -1.0773 0.3820 0.07
H -2.0387 0.6715 0.7918 0.15
```